1:
A cluster of 2 separate species, C4H6O2 in total, computed with ωB97M-V with the def2-TZVPD basis set.

```
12
Properties=species:S:1:pos:R:3
O 0.528 0.429 -1.617
C 0.029 0.453 -0.326
C 0.766 1.060 0.923
C 0.543 -0.377 0.808
C -1.321 0.692 -0.180
O -2.444 0.830 0.048
H 1.019 -0.408 -1.659
H 0.221 1.733 1.596
H 1.711 1.476 0.570
H -0.178 -0.860 1.468
H -0.188 -2.356 -0.588
H -0.687 -2.673 -1.043
```

Properties
**Lowest unoccupied orbital energy (alpha / beta)**: 0.13 / 0.13 eV
**HOMO level (alpha / beta)**: -7.945 / -7.945 eV
**Frontier orbital gap (alpha / beta)**: 8.078 / 8.079 eV



2:
An isolated molecule of C4H6O2, computed with ωB97M-V with the def2-TZVPD basis set.

```
12
Properties=species:S:1:pos:R:3
O -0.883 -0.531 2.145
C -0.526 -0.198 1.046
C 0.925 -0.645 0.383
C 0.875 -0.039 -1.003
O -0.465 0.789 -1.153
C -1.303 0.720 -0.034
H 0.971 -1.748 0.418
H 1.729 -0.245 1.024
H 1.639 0.717 -1.204
H 0.830 -0.778 -1.811
H -2.288 0.247 -0.250
H -1.504 1.711 0.439
```

Properties
**Lowest unoccupied orbital energy**: 0.91 eV
**HOMO level**: -9.693 eV
**Frontier orbital gap**: 10.600 eV
**SMILES**: O=C1CCOC1



3:
An isolated molecule of C4H6O2, computed with ωB97M-V with the def2-TZVPD basis set.

```
12
Properties=species:S:1:pos:R:3
O 0.820 2.045 -0.673
C 0.480 1.041 -0.100
C -0.973 0.518 0.083
C -0.804 -0.980 -0.232
O 0.618 -1.108 -0.546
C 1.371 -0.137 0.245
H -1.597 1.063 -0.628
H -1.330 0.707 1.104
H -0.999 -1.662 0.603
H -1.502 -1.304 -1.041
H 2.372 -0.024 -0.189
H 1.545 -0.158 1.374
```

Properties
**Lowest unoccupied orbital energy**: 0.91 eV
**HOMO level**: -9.484 eV
**Frontier orbital gap**: 10.394 eV
**SMILES**: O=C1CCOC1



4:
A structure of composition C4H6O2, computed with ωB97M-V with the def2-TZVPD basis set.

```
12
Properties=species:S:1:pos:R:3
C -0.832 0.982 -0.059
O -0.717 0.393 -1.318
C -0.172 -0.797 -0.960
C 0.974 0.554 0.540
O 0.667 -0.581 1.288
C -0.052 -1.249 0.346
H -1.830 0.624 0.380
H -0.888 2.056 -0.081
H 0.026 -1.425 -1.810
H 1.895 0.273 -0.086
H 1.253 1.416 1.108
H -0.324 -2.245 0.652
```

Properties
**Lowest unoccupied orbital energy**: 1.01 eV
**HOMO level**: -7.867 eV
**Frontier orbital gap**: 8.881 eV



Which of them is most stable, and which least? Most stable: 2; least stable: 4.



1:
A cluster of 2 separate species, C2H10NS2 in total, computed with ωB97M-V with the def2-TZVPD basis set.

```
15
Properties=species:S:1:pos:R:3
S 1.537 -1.049 0.549
S 1.651 0.089 -1.181
H 2.531 -0.477 1.239
H 1.745 1.314 -0.637
C -2.504 1.273 1.358
N -1.583 0.365 0.617
C -1.979 0.104 -0.805
H -2.032 1.598 2.277
H -2.751 2.124 0.733
H -3.417 0.735 1.586
H -1.526 -0.519 1.122
H -0.614 0.711 0.645
H -2.962 -0.363 -0.800
H -1.234 -0.541 -1.246
H -2.011 1.060 -1.322
```

Properties
**Lowest unoccupied orbital energy**: -3.35 eV
**HOMO level**: -12.810 eV
**Frontier orbital gap**: 9.464 eV
**Net charge**: +1



2:
A cluster of 2 separate species, C2H10NS2 in total, computed with ωB97M-V with the def2-TZVPD basis set.

```
15
Properties=species:S:1:pos:R:3
C 1.130 -2.298 -2.466
N 0.613 -1.902 -1.108
H 0.821 -1.556 -3.192
H 0.658 -3.241 -2.696
H 2.208 -2.343 -2.392
H -0.204 -2.354 -0.683
H 1.305 -2.161 -0.386
H 0.490 -0.894 -0.868
C -1.372 2.438 0.341
S -0.329 0.962 -0.058
S -0.004 0.119 1.815
H -1.977 2.602 -0.543
H -1.979 2.190 1.206
H -0.763 3.306 0.577
H 1.304 0.371 1.954
```

Properties
**Lowest unoccupied orbital energy**: -3.45 eV
**HOMO level**: -12.904 eV
**Frontier orbital gap**: 9.451 eV
**Net charge**: +1



3:
A cluster of 2 separate species, C2H10NS2 in total, computed with ωB97M-V with the def2-TZVPD basis set.

```
15
Properties=species:S:1:pos:R:3
N -0.573 0.381 -2.170
H 0.454 0.447 -2.261
H -0.780 0.395 -1.120
H -1.067 1.162 -2.630
H -0.932 -0.518 -2.520
C 0.302 1.997 1.447
S -0.546 0.452 1.018
S 1.155 -0.778 0.905
C 0.304 -2.406 0.696
H 0.919 1.810 2.326
H 0.880 2.446 0.634
H -0.512 2.696 1.725
H -0.584 -2.319 0.083
H 0.995 -3.030 0.197
H -0.017 -2.736 1.670
```

Properties
**Lowest unoccupied orbital energy**: -3.81 eV
**HOMO level**: -12.117 eV
**Frontier orbital gap**: 8.309 eV
**Net charge**: +1



Which of them is most stable, and which least? Most stable: 3; least stable: 2.



1:
A cluster of 2 separate species, C9H13N4OS in total, computed with ωB97M-V with the def2-TZVPD basis set.

```
28
Properties=species:S:1:pos:R:3
C 2.543 -1.406 1.175
C -1.283 2.107 -0.463
C -2.752 -2.019 -0.539
C 3.344 -0.563 0.213
C -0.809 2.357 0.955
C -3.803 -0.997 -0.506
C 0.674 -0.721 0.058
C -1.942 -0.710 1.124
C -0.056 0.466 0.151
N 1.322 -1.341 1.096
N -1.843 -1.886 0.334
N -0.752 0.984 -0.862
N 2.552 0.075 -0.847
O 0.103 1.312 1.174
S -3.293 0.304 0.681
H 3.026 -1.963 1.939
H -1.964 2.777 -0.991
H -3.015 -2.988 -0.958
H 4.070 0.123 0.808
H 4.257 -1.214 0.014
H -0.450 3.299 1.233
H -1.698 2.242 1.737
H -3.823 -0.453 -1.484
H -4.843 -1.306 -0.327
H 0.386 -1.480 -0.675
H -1.420 -0.696 2.154
H 2.602 1.075 -0.959
H 2.465 -0.447 -1.710
```

Properties
**Lowest unoccupied orbital energy (alpha / beta)**: -4.22 / -4.39 eV
**HOMO level (alpha / beta)**: -10.686 / -10.606 eV
**Frontier orbital gap (alpha / beta)**: 6.468 / 6.216 eV
**Net charge**: +1



2:
A cluster of 2 separate species, C9H13N4OS in total, computed with ωB97M-V with the def2-TZVPD basis set.

```
28
Properties=species:S:1:pos:R:3
C 1.139 -4.604 0.741
C 1.251 -4.733 -0.717
C 1.284 -3.328 1.278
C 1.522 -3.627 -1.488
C 1.442 -2.213 0.448
C 1.614 -2.380 -0.948
C 0.164 2.238 0.234
C -0.809 4.595 0.360
C -1.066 0.638 -1.081
N 1.552 -0.859 0.766
N -0.810 3.171 0.001
N -0.025 0.993 -0.114
N 1.658 0.042 -0.184
O 1.162 2.574 0.930
S 1.862 -0.814 -1.665
H 0.989 -5.510 1.417
H 1.029 -5.604 -1.326
H 1.351 -3.185 2.365
H 1.490 -3.601 -2.534
H -1.342 4.634 1.298
H 0.161 5.112 0.590
H -1.198 5.249 -0.340
H -1.848 0.048 -0.652
H -1.444 1.562 -1.698
H -0.649 -0.130 -1.735
H 1.366 -0.496 1.699
H -1.690 2.989 -0.458
H 1.880 1.825 0.993
```

Properties
**Lowest unoccupied orbital energy (alpha / beta)**: -3.87 / -3.87 eV
**HOMO level (alpha / beta)**: -11.675 / -11.676 eV
**Frontier orbital gap (alpha / beta)**: 7.801 / 7.802 eV
**Net charge**: +1



Which of them is most stable, and which least? Most stable: 2; least stable: 1.